Entry from OMol25: one molecule with the formula C3H4N2O2 at a distorted geometry (ωB97M-V/def2-TZVPD).

Element x y z (Å)
N -0.50457 -2.66587 -0.39147
C 0.25436 -1.78420 -0.27864
C 0.98857 -0.56108 0.05874
N -0.08602 0.46140 0.26558
O -1.02844 0.19269 1.23228
C -0.52157 1.19865 -0.77596
O 0.06542 1.52696 -1.81724
H 1.67792 -0.13636 -0.70155
H 1.44140 -0.82565 0.97253
H -0.81650 0.83056 2.02234
H -1.47057 1.76290 -0.58663

Values from the calculation:
energy relative to the best compared isomer or geometry (same formula, charge and spin) = 3.9995 eV
SMILES string = N#CCN(O)C=O
E = -10248.266 eV
lowest unoccupied orbital energy = 0.24 eV